Computed, not measured: C5H12O2 in the gas phase, with wB97M-V/def2-TZVPD.

Geometry as XYZ:
```
19
Properties=species:S:1:pos:R:3:forces:R:3
C -0.2018 0.1530 -3.0199 0.016 0.019 -0.015
C -0.9526 0.5340 -1.7588 -0.114 0.091 -0.228
O -0.2853 -0.0461 -0.6616 0.031 -0.050 0.019
C -1.0644 -0.0811 0.5079 -0.165 -0.046 0.240
C -0.1994 -0.5893 1.6413 -0.183 -0.172 -0.151
O 0.6581 0.4478 2.0634 -0.052 0.040 -0.013
C 1.9608 0.0280 2.3789 0.309 0.020 0.120
H -0.2017 -0.9351 -3.1405 0.000 0.165 -0.003
H 0.8368 0.4911 -2.9603 -0.131 -0.027 -0.014
H -0.6679 0.6055 -3.9010 0.060 -0.056 0.121
H -1.9929 0.1694 -1.8125 0.158 0.017 0.041
H -0.9976 1.6287 -1.6360 0.008 -0.146 -0.014
H -1.4436 0.9191 0.7745 0.079 -0.102 -0.096
H -1.9348 -0.7444 0.3587 0.139 0.076 0.077
H -0.8347 -0.9204 2.4796 0.119 0.060 -0.134
H 0.3706 -1.4578 1.2767 -0.059 0.161 0.074
H 2.5355 -0.2330 1.4767 -0.153 0.007 0.110
H 1.9607 -0.8393 3.0565 0.001 0.156 -0.052
H 2.4541 0.8698 2.8766 -0.063 -0.212 -0.085
```
Positions in Å, forces in eV/Å.

Output
- relative energy (zero: lowest compared OMol25 entry of this formula, charge and spin) (kcal per mole) = 37.48
- gap between HOMO and LUMO (eV) = 10.8
- total charge = 0
- structure (SMILES) = CCOCCOC



Computed, not measured: a gas-phase ion, C3H8NO2S (charge -1) in a non-equilibrium geometry, with wB97M-V/def2-TZVPD.

Geometry as XYZ:
```
15
Properties=species:S:1:pos:R:3:forces:R:3
C -1.1454 -1.7096 0.9859 0.436 2.081 0.339
S -1.1025 -0.3507 -0.0297 -2.265 2.304 2.425
O -2.4379 1.2499 0.3583 3.442 -3.659 -0.944
O -1.1433 -0.7722 -1.3990 -0.404 0.122 -2.087
N 0.4646 0.3188 0.2891 -3.577 -0.691 1.482
C 1.4372 -0.5487 -0.2390 2.010 0.009 -0.710
C 0.4974 1.6194 -0.2913 2.439 0.332 -0.311
H -1.2503 -1.1252 1.9144 -0.017 -0.750 0.523
H -2.0774 -2.1648 0.7286 -0.739 -0.575 -0.072
H 1.5888 -1.4454 0.3792 -0.417 0.194 -0.382
H 1.1186 -0.8253 -1.3457 1.484 0.541 1.828
H 2.3519 0.1254 -0.0073 -0.623 -1.468 -1.450
H 0.8848 1.4532 -1.3080 -0.194 0.710 -0.278
H -0.5045 2.0090 -0.3133 -0.269 0.777 0.338
H 1.3181 2.1662 0.2779 -1.307 0.071 -0.698
```
Positions in Å, forces in eV/Å.

Output
- relative energy (zero: lowest compared OMol25 entry of this formula, charge and spin) (kcal per mole) = 178.32
- gap between HOMO and LUMO (eV) = 7.8
- total charge = -1
- structure (SMILES) = C=[S@](=O)([O-])N(C)C



Computed, not measured: a molecular structure, C8H6 in a non-equilibrium geometry, with wB97M-V/def2-TZVPD.

Geometry as XYZ:
```
14
Properties=species:S:1:pos:R:3:forces:R:3
C 1.6162 -0.7899 -1.5146 -1.631 2.010 0.900
C 0.4256 -0.4626 -0.7600 1.586 -1.773 -1.747
C -0.9189 -0.5470 -1.3605 -1.573 0.554 -2.712
C -1.8859 0.2555 -0.7654 4.517 -2.247 1.952
C -1.2360 0.5732 0.5954 -0.243 -1.403 -2.048
C -0.0089 0.0047 0.5971 1.124 1.198 -1.175
C 0.6728 0.2965 1.7485 5.650 5.860 10.574
C 1.1307 1.0087 2.8450 -2.683 -4.176 -3.709
H 2.6896 -0.4875 -1.2115 -2.053 -0.836 0.058
H 1.5757 -1.0471 -2.6541 -0.457 0.331 2.417
H -1.1091 -1.1792 -2.2937 0.266 1.126 1.348
H -2.8726 0.0159 -0.9042 -2.448 0.402 -0.573
H -1.4408 1.0056 1.5589 -1.286 0.507 -0.335
H 1.3616 1.3531 4.1191 -0.770 -1.552 -4.951
```
Positions in Å, forces in eV/Å.

Output
- relative energy (zero: lowest compared OMol25 entry of this formula, charge and spin) (kcal per mole) = 89.44
- gap between HOMO and LUMO (eV) = 7.1
- total charge = 0



Computed, not measured: a molecular structure, C3H4LiO3Pb in a non-equilibrium geometry, with wB97M-V/def2-TZVPD.

Geometry as XYZ:
```
12
Properties=species:S:1:pos:R:3:forces:R:3
O 1.7904 -0.5600 -0.1529 1.691 -2.617 -0.754
C 0.9303 -1.6536 -0.4405 -0.829 -1.262 -0.080
C -0.2654 -1.6673 0.4637 0.664 -0.147 0.252
O -2.8051 -0.2222 -0.0179 -1.195 3.498 -0.543
C -2.3146 0.8426 -0.0971 0.881 -6.312 0.829
O -1.2746 1.4133 -0.0573 -2.768 2.804 -0.792
Li 3.5643 -0.9124 -0.1276 0.545 -0.274 -0.059
Pb 0.8327 1.1192 0.2078 1.163 4.082 1.423
H 1.4783 -2.6049 -0.2960 -0.144 0.169 -0.136
H 0.6078 -1.6222 -1.4937 0.207 -0.143 0.163
H -0.1608 -1.1651 1.4345 -0.133 -0.237 -0.112
H -0.9169 -2.5425 0.4590 -0.082 0.439 -0.191
```
Positions in Å, forces in eV/Å.

Output
- multiplicity = 2
- relative energy (zero: lowest compared OMol25 entry of this formula, charge and spin) (kcal per mole) = 39.67
- gap between HOMO and LUMO (alpha / beta) (eV) = 7.7 / 9.7
- total charge = +2



Computed, not measured: 2 unconnected molecules or ions with the total composition C22H33BrClN2O2 in a non-equilibrium geometry, with wB97M-V/def2-TZVPD.

Geometry as XYZ:
```
61
Properties=species:S:1:pos:R:3:forces:R:3
C 8.3578 0.6808 -1.6132 0.269 0.027 -0.130
C 8.1981 -0.6246 -2.4966 -0.537 0.977 -0.508
C 6.6651 -1.0874 -2.5599 2.367 0.033 1.118
Br 5.6668 0.5466 -3.1268 0.222 -0.902 0.015
C 6.2631 -1.5718 -1.1335 -1.077 -0.757 1.347
C 7.2449 -1.9514 -0.1040 -2.061 -0.142 0.785
C 6.8267 -2.3646 1.2436 -1.167 0.563 -1.672
C 5.4243 -2.4280 1.6159 0.086 0.355 -1.617
C 4.4425 -2.0882 0.6134 1.898 0.102 -1.325
C 4.8674 -1.6753 -0.7387 0.365 -0.631 1.492
C 3.5456 -1.4220 -1.5146 0.610 -0.167 1.080
O 3.2865 -1.3836 -2.6807 0.374 0.035 0.309
N 2.5131 -1.2691 -0.5004 0.154 -0.304 0.307
C 2.1860 0.1669 -0.2970 -0.703 0.738 -1.124
C 0.8975 0.5199 -1.1653 0.543 -0.445 -0.372
C -0.1556 -0.6384 -1.2183 0.354 0.981 -0.259
Cl -0.6193 -1.0164 0.5173 -0.046 -0.055 -0.998
C 2.8897 -2.0292 0.6604 1.756 0.688 -0.043
O 2.1508 -2.4768 1.4861 0.245 0.275 -0.134
H 7.5445 0.8181 -0.8579 0.613 -0.295 -0.635
H 8.3053 1.5517 -2.3126 0.123 -0.618 0.803
H 9.3281 0.7268 -1.0549 -0.735 -0.159 -0.618
H 8.5018 -0.3251 -3.5385 -0.314 -0.526 0.931
H 8.8747 -1.4606 -2.1998 -0.708 0.565 -0.122
H 6.6327 -1.8939 -3.3280 -0.709 0.755 0.538
H 8.3359 -1.9366 -0.2933 -1.003 0.111 0.032
H 7.6237 -2.6225 1.9723 -0.779 0.231 -0.574
H 5.0768 -2.7189 2.6303 0.479 0.205 -0.864
H 3.0322 0.7639 -0.7446 -0.729 -0.382 0.647
H 2.0912 0.4665 0.7738 -0.043 -0.667 -0.782
H 1.2842 0.6522 -2.2168 -0.553 -0.045 0.908
H 0.4323 1.4869 -0.8355 0.399 -0.918 -0.203
H 0.2270 -1.5494 -1.7396 -0.181 0.721 0.883
H -1.0506 -0.2808 -1.7893 0.578 -0.364 0.759
C -7.0164 1.2052 3.5813 -0.037 0.025 0.074
C -6.3287 2.1828 2.6252 -0.042 -0.307 0.208
C -6.7408 2.0264 1.1692 0.325 0.513 0.198
N -6.1310 0.8420 0.4001 -0.228 -0.330 -0.568
C -7.2641 0.0071 -0.1432 0.261 0.188 0.168
C -5.2867 1.3554 -0.7704 0.009 0.053 0.160
C -3.9335 1.6161 -0.1498 0.067 0.283 0.019
C -3.7372 0.4352 0.7860 0.261 -0.171 0.219
C -5.1377 -0.0501 1.1550 0.090 0.013 0.034
H -7.0809 0.1884 3.1894 0.024 0.011 0.050
H -6.4747 1.1668 4.5270 -0.102 -0.046 -0.007
H -8.0363 1.5312 3.7941 0.040 -0.033 -0.027
H -5.2410 2.1344 2.7296 -0.034 0.006 -0.099
H -6.6086 3.1902 2.9439 0.081 0.026 -0.241
H -6.4594 2.9329 0.6292 0.059 -0.201 -0.058
H -7.8261 1.9508 1.0991 0.075 -0.201 -0.041
H -7.8686 0.6372 -0.7945 -0.030 -0.062 0.086
H -7.8506 -0.3606 0.6975 -0.015 0.011 -0.097
H -6.8505 -0.8246 -0.7112 -0.027 0.060 0.055
H -5.2305 0.5557 -1.5118 -0.078 0.001 0.107
H -5.7576 2.2320 -1.2130 -0.131 -0.152 0.029
H -3.9410 2.5525 0.4146 -0.041 0.016 -0.106
H -3.1406 1.6848 -0.8945 -0.121 0.052 -0.016
H -3.1611 0.7161 1.6684 -0.026 -0.076 -0.074
H -3.1889 -0.3672 0.2935 -0.020 0.085 0.067
H -5.3144 -0.0329 2.2228 -0.232 0.108 -0.080
H -5.2840 -1.0733 0.8094 -0.216 0.144 -0.039
```
Positions in Å, forces in eV/Å.

Output
- gap between HOMO and LUMO (eV) = 8.8
- total charge = +1



Computed, not measured: a molecular structure, C39H31FeN5O2PSe in a non-equilibrium geometry, with wB97M-V/def2-TZVPD.

Geometry as XYZ:
```
80
Properties=species:S:1:pos:R:3:forces:R:3
Fe 1.2745 -0.3695 -0.2410 0.477 -0.648 -0.104
Se -0.6468 -7.3229 -3.3910 -0.201 -0.586 -0.240
N -1.2838 -5.6868 -3.5714 -0.002 0.084 0.007
C -0.4920 -4.9063 -2.8862 0.191 0.183 0.171
C -0.6605 -3.4604 -2.7992 0.017 -0.077 0.001
C -1.6473 -2.7753 -3.5091 -0.066 -0.135 -0.064
C -1.6881 -1.4040 -3.4303 -0.062 0.025 -0.065
C -0.7623 -0.7600 -2.6207 -0.104 -0.017 -0.210
N 0.1483 -1.3948 -1.8959 0.115 0.402 0.474
C 0.2170 -2.7347 -1.9979 -0.137 0.006 -0.065
C 1.3027 -3.3875 -1.2820 0.072 -0.089 0.049
N 2.0878 -2.5891 -0.5435 0.052 0.274 0.274
C 3.1684 -3.1279 0.0136 0.016 -0.078 -0.007
C 3.5009 -4.4734 -0.1023 0.036 0.034 0.039
C 2.6661 -5.3019 -0.8129 -0.028 -0.126 -0.040
C 1.5402 -4.7516 -1.4241 -0.056 -0.097 -0.044
C 0.6083 -5.5444 -2.2162 -0.034 0.291 0.032
N 0.7027 -6.8389 -2.3623 0.049 0.065 0.037
H -2.3395 -3.3415 -4.1216 0.019 0.057 0.019
H -2.4168 -0.8207 -3.9780 0.056 -0.020 0.012
H -0.7514 0.3065 -2.5602 -0.077 0.428 0.060
H 3.8102 -2.4654 0.5716 -0.014 -0.103 -0.065
H 4.4016 -4.8444 0.3679 -0.039 0.009 -0.014
H 2.8616 -6.3614 -0.9256 0.014 0.037 0.019
O 1.7950 1.8071 -0.6455 -0.582 -0.485 0.449
C 1.2354 2.7578 -0.1957 0.530 0.618 -0.890
C 0.3261 3.5501 0.4687 -1.222 -0.273 0.683
C 0.6814 4.7887 1.0729 0.353 -0.428 -0.234
C -0.2937 5.6299 1.5394 -0.090 0.164 0.133
C -1.6448 5.3203 1.3716 0.052 -0.010 -0.010
C -2.0099 4.1146 0.7940 -0.141 -0.008 0.044
C -1.0712 3.1706 0.3985 0.541 0.358 0.213
P -1.5775 1.5514 -0.2621 0.077 -0.113 -0.310
C -2.5268 0.6900 1.0422 0.229 0.092 0.110
C -2.9064 -0.6231 0.7473 0.037 0.002 0.013
C -3.6158 -1.3778 1.6709 -0.014 0.018 -0.038
C -3.9522 -0.8280 2.9021 -0.003 0.056 0.016
C -3.5715 0.4719 3.2058 0.001 0.024 0.046
C -2.8547 1.2288 2.2841 0.067 -0.111 0.001
C -2.8975 2.1082 -1.4079 -0.032 -0.065 0.034
C -2.5244 2.7043 -2.6152 0.001 -0.036 0.041
C -3.4825 3.2224 -3.4734 0.033 -0.032 -0.016
C -4.8275 3.1534 -3.1325 -0.015 0.030 -0.011
C -5.2081 2.5631 -1.9371 -0.002 -0.059 0.026
C -4.2496 2.0372 -1.0777 -0.036 -0.048 -0.077
H 1.7290 5.0548 1.1420 -0.053 0.046 -0.023
H -0.0095 6.5625 2.0108 0.000 -0.040 -0.036
H -2.4054 6.0194 1.6949 0.031 -0.033 -0.020
H -3.0628 3.8816 0.6726 0.042 0.022 0.002
H -2.6582 -1.0486 -0.2216 -0.014 -0.014 0.030
H -3.9164 -2.3902 1.4313 0.016 0.034 -0.016
H -4.5146 -1.4091 3.6218 0.020 0.012 -0.027
H -3.8424 0.9054 4.1621 0.045 -0.035 -0.058
H -2.5420 2.2317 2.5409 -0.060 0.053 0.008
H -1.4768 2.7942 -2.8804 0.075 -0.033 -0.009
H -3.1815 3.6777 -4.4093 -0.004 0.003 0.066
H -5.5767 3.5655 -3.7974 0.033 -0.034 0.025
H -6.2560 2.5083 -1.6689 0.043 0.002 -0.004
H -4.5637 1.5709 -0.1516 -0.002 0.035 -0.020
O 0.6078 0.1836 1.8143 0.242 -0.072 -0.317
C 1.4999 0.8372 2.7559 -0.010 0.148 0.138
C 2.2992 -0.1685 3.5525 -0.128 -0.153 -0.075
C 3.0125 -1.1337 2.6072 0.112 0.105 0.146
C 3.9129 -0.4077 1.6496 0.117 0.027 -0.173
C 5.1794 0.0093 2.0395 -0.023 -0.058 0.001
C 6.0005 0.6455 1.1261 0.104 0.049 0.047
C 5.5469 0.8310 -0.1714 0.063 0.015 -0.079
C 4.2747 0.4068 -0.4874 -0.069 -0.149 0.186
N 3.4552 -0.1832 0.4030 -0.184 0.365 0.012
H -0.0762 -0.2879 2.3109 -0.148 0.068 -0.238
H 0.9190 1.4890 3.4062 -0.125 0.027 -0.057
H 2.1549 1.4599 2.1477 -0.034 0.018 -0.005
H 1.6428 -0.7400 4.2150 0.012 0.081 0.029
H 3.0078 0.3700 4.1850 0.000 -0.004 -0.012
H 2.2656 -1.6812 2.0374 -0.029 -0.133 0.022
H 3.5879 -1.8642 3.1776 0.006 0.029 0.003
H 5.5161 -0.1835 3.0509 -0.010 0.009 -0.037
H 6.9888 0.9824 1.4165 -0.054 -0.043 -0.016
H 6.1672 1.2965 -0.9263 -0.044 -0.030 0.043
H 3.8884 0.5301 -1.4892 -0.046 0.065 -0.037
```
Positions in Å, forces in eV/Å.

Output
- multiplicity = 6
- gap between HOMO and LUMO (alpha / beta) (eV) = 6.4 / 7.4
- total charge = +2



Copy entry 4 word for word.
Computed, not measured: a molecular structure, C3H4LiO3Pb in a non-equilibrium geometry, with wB97M-V/def2-TZVPD.

Geometry as XYZ:
```
12
Properties=species:S:1:pos:R:3:forces:R:3
O 1.7904 -0.5600 -0.1529 1.691 -2.617 -0.754
C 0.9303 -1.6536 -0.4405 -0.829 -1.262 -0.080
C -0.2654 -1.6673 0.4637 0.664 -0.147 0.252
O -2.8051 -0.2222 -0.0179 -1.195 3.498 -0.543
C -2.3146 0.8426 -0.0971 0.881 -6.312 0.829
O -1.2746 1.4133 -0.0573 -2.768 2.804 -0.792
Li 3.5643 -0.9124 -0.1276 0.545 -0.274 -0.059
Pb 0.8327 1.1192 0.2078 1.163 4.082 1.423
H 1.4783 -2.6049 -0.2960 -0.144 0.169 -0.136
H 0.6078 -1.6222 -1.4937 0.207 -0.143 0.163
H -0.1608 -1.1651 1.4345 -0.133 -0.237 -0.112
H -0.9169 -2.5425 0.4590 -0.082 0.439 -0.191
```
Positions in Å, forces in eV/Å.

Output
- multiplicity = 2
- relative energy (zero: lowest compared OMol25 entry of this formula, charge and spin) (kcal per mole) = 39.67
- gap between HOMO and LUMO (alpha / beta) (eV) = 7.7 / 9.7
- total charge = +2